The following is a quantum chemistry calculation of a molecular structure, C17H33BN6PtSi2 at a distorted geometry, from the Open Molecules 2025 dataset.

## Properties
HOMO energy (alpha / beta), eV: -15.8 / -15.6
Net charge: +2
Gap between HOMO and LUMO (alpha / beta), hartree: 0.235 / 0.165
Multiplicity: 3
E_LUMO (alpha / beta), eV: -9.36 / -11.13

Last column: Löwdin spin population.
Geometry (Å):
Pt1 0.000 0.000 0.000  0.972
Si1 1.637 -0.827 2.835  0.027
Si2 1.463 2.400 2.207  0.048
N1 1.975 0.369 -0.594  0.078
N2 -0.465 -0.970 -2.528  0.011
N3 -0.494 1.724 -1.216  0.204
N4 -1.184 -1.073 -1.355  0.144
N5 1.930 0.124 -1.952  0.003
N6 -0.096 1.525 -2.496  0.008
C1 3.260 0.301 -0.214  0.009
C2 -1.973 -1.453 2.529  -0.001
C3 -0.888 -1.935 -3.387  0.073
C4 -1.034 3.543 -2.428  0.011
C5 0.731 0.650 1.961  0.143
C6 3.469 -0.792 3.280  0.000
C7 2.614 2.564 3.666  0.010
C8 -0.011 3.452 2.664  0.043
C9 -1.879 -2.690 -2.763  0.057
C10 2.290 3.229 0.746  0.000
C11 1.521 -2.323 1.702  0.052
C12 0.907 -1.102 4.548  -0.005
C13 -2.024 -2.112 -1.485  0.007
C14 3.197 -0.070 -2.404  0.009
C15 4.079 0.031 -1.329  0.009
C16 -1.064 2.938 -1.153  0.027
C17 -0.408 2.608 -3.254  0.023
B1 0.595 0.175 -2.805  -0.001
H1 3.259 2.759 0.505  0.001
H2 -1.762 -0.680 1.772  0.000
H3 1.927 -3.212 2.225  0.007
H4 -2.217 -0.970 3.489  0.000
H5 -0.096 0.457 2.662  0.004
H6 1.392 -1.986 5.012  -0.001
H7 1.620 3.207 -0.136  0.000
H8 0.909 0.104 -3.973  0.000
H9 -0.455 -2.008 -4.384  0.003
H10 -0.761 3.441 1.858  0.000
H11 3.524 0.454 0.833  0.000
H12 1.113 -0.209 5.172  0.000
H13 -1.414 4.524 -2.708  0.002
H14 -1.086 -2.095 2.655  0.000
H15 -0.475 3.046 3.588  0.000
H16 2.494 4.286 1.014  0.000
H17 -0.164 2.632 -4.315  0.001
H18 2.812 3.640 3.848  0.003
H19 0.499 -2.538 1.351  0.006
H20 3.704 -1.759 3.772  0.000
H21 2.153 2.117 4.570  0.000
H22 -1.461 3.309 -0.208  0.000
H23 -2.429 -3.534 -3.178  0.002
H24 4.154 -0.716 2.422  0.000
H25 3.683 -0.003 4.021  0.000
H26 3.580 2.081 3.429  0.000
H27 -2.827 -2.066 2.199  0.000
H28 2.137 -2.133 0.800  0.002
H29 3.378 -0.258 -3.462  0.000
H30 5.164 -0.066 -1.351  0.001
H31 -2.685 -2.381 -0.661  -0.001
H32 0.319 4.494 2.849  0.007
H33 -0.181 -1.269 4.532  0.000

=====

The following is a quantum chemistry calculation of a molecular structure, C19H40NP3RuSe at a distorted geometry, from the Open Molecules 2025 dataset.

## Properties
HOMO energy (alpha / beta), eV: -19.4 / -19.4
Net charge: +4
Gap between HOMO and LUMO (alpha / beta), hartree: 0.290 / 0.130
Multiplicity: 5
E_LUMO (alpha / beta), eV: -11.56 / -15.84

Last column: Löwdin spin population.
Geometry (Å):
Ru1 1.092 -0.333 -0.250  1.053
Se1 -1.144 -0.228 -1.084  0.495
P1 1.231 1.890 -0.997  0.054
P2 2.105 -1.320 -2.161  0.026
P3 0.375 -2.278 0.814  0.068
N1 3.305 -0.679 0.255  0.003
C1 -4.616 1.475 1.642  0.056
C2 -2.547 0.485 0.039  0.049
C3 2.781 2.839 -1.294  0.014
C4 1.501 -3.581 1.458  0.017
C5 0.459 2.149 -2.673  0.031
C6 -6.040 3.724 5.601  0.450
C7 -2.254 1.193 1.209  0.291
C8 -6.642 3.368 4.443  0.482
C9 2.850 -2.974 -1.887  0.018
C10 0.273 3.120 -0.017  0.003
C11 3.470 -0.337 -2.884  0.009
C12 -4.922 0.769 0.467  0.292
C13 -0.681 -3.375 -0.264  0.037
C14 -3.283 1.687 2.011  0.178
C15 4.375 -1.006 -0.081  0.008
C16 5.712 -1.396 -0.462  0.001
C17 -3.896 0.278 -0.343  0.239
C18 0.973 -1.579 -3.518  0.000
C19 -0.781 -2.046 2.229  0.003
H1 -5.416 1.864 2.278  0.002
H2 0.245 -2.329 -3.200  0.000
H3 -0.966 -3.008 2.729  0.000
H4 3.602 2.162 -1.529  0.000
H5 3.108 0.599 -3.305  0.000
H6 3.673 -2.998 -1.160  0.000
H7 2.634 3.533 -2.132  0.002
H8 -0.804 2.999 -0.181  0.003
H9 -4.108 -0.276 -1.262  0.006
H10 0.519 -0.619 -3.773  0.000
H11 -0.222 -3.522 -1.249  0.000
H12 0.630 3.191 -2.978  0.001
H13 -0.625 1.965 -2.630  0.015
H14 -5.617 4.730 5.742  0.015
H15 0.594 0.381 1.117  -0.012
H16 -1.733 -1.623 1.885  0.002
H17 5.864 -1.816 -1.455  0.000
H18 0.911 1.483 -3.417  0.000
H19 0.494 2.964 1.044  0.000
H20 -3.032 2.237 2.923  0.004
H21 3.291 -3.231 -2.855  0.002
H22 0.571 4.141 -0.293  0.000
H23 2.046 -3.187 2.323  0.000
H24 -5.966 0.602 0.177  0.009
H25 -5.990 3.035 6.458  0.015
H26 -6.737 4.079 3.608  0.016
H27 0.905 -4.449 1.773  0.003
H28 -1.680 -2.935 -0.392  0.013
H29 -0.789 -4.354 0.223  0.002
H30 -0.316 -1.359 2.943  0.000
H31 1.635 -1.952 -4.306  0.000
H32 6.335 -0.517 -0.378  0.000
H33 6.005 -2.132 0.268  0.001
H34 2.102 -3.703 -1.575  0.000
H35 3.017 3.419 -0.394  0.000
H36 4.274 -0.046 -2.188  0.000
H37 -7.112 2.379 4.327  0.016
H38 2.203 -3.890 0.680  0.000
H39 3.968 -1.012 -3.593  0.000
H40 -1.208 1.349 1.494  0.007

=====

The molecular weight results, record by record, are as follows: 583.555 555.488 g mol⁻¹.